(1)
A cluster of 8 separate species, C7H28NO7 in total in a non-equilibrium geometry, computed with the ωB97M-V functional and the def2-TZVPD basis.

Values from the calculation:
Energy above the lowest of the compared OMol25 structures with the same formula, charge and spin   20.18 kcal per mole
HOMO-LUMO gap   9.14 eV
LUMO energy   -2.39 eV
Charge   +1
HOMO level   -11.534 eV
Electronic energy   -864.6712 Ha

The geometry in XYZ format:
```
43
Properties=species:S:1:pos:R:3:mulliken_charge:R:1
O -2.549 1.698 1.798 -0.670
O -3.359 -0.905 1.895 -0.648
O 1.837 -0.277 2.877 -0.578
O -0.091 1.894 3.188 -0.686
O 1.964 2.254 -1.520 -0.553
O -0.480 -3.926 1.442 -0.598
O 1.544 3.377 1.319 -0.580
N 0.777 0.864 0.573 -0.192
C -2.041 -0.710 -2.535 -1.026
C 0.440 -1.109 -2.882 0.544
C 0.770 -0.614 0.062 -0.428
C -0.819 -0.856 -2.076 0.418
C 1.143 -0.084 -3.683 -1.391
C -0.544 -0.943 -0.565 -0.482
C 0.925 -2.350 -2.873 -0.982
H -0.741 -1.984 -0.245 0.357
H -2.817 0.750 1.721 0.392
H 0.943 -0.153 -4.761 0.392
H 0.277 1.072 1.450 0.196
H 2.334 0.307 3.480 0.273
H 1.666 4.271 0.964 0.310
H 1.957 2.908 -2.219 0.306
H 0.552 1.493 -0.200 0.420
H 1.578 -0.620 -0.689 0.460
H -1.001 2.094 2.835 0.322
H -0.839 -4.484 2.144 0.293
H -3.273 2.227 1.472 0.299
H 1.013 3.500 2.105 0.286
H 1.171 -1.078 0.957 0.257
H 1.914 -1.168 3.239 0.267
H 1.051 0.994 -3.617 0.254
H -1.303 -0.267 -0.140 0.187
H 0.546 -3.273 -2.478 0.336
H -2.907 -0.799 -1.890 0.290
H 1.724 1.164 0.798 0.417
H -0.232 2.064 4.126 0.284
H 1.920 -2.502 -3.259 0.332
H 2.603 2.760 -0.989 0.246
H -2.956 -1.125 2.735 0.311
H -0.139 -4.521 0.751 0.305
H 2.216 -0.307 -3.737 0.415
H -4.309 -0.830 1.950 0.296
H -2.467 -0.805 -3.522 0.349
```

---

(2)
The ion C7H2Br2Cl3N2 with charge +1 in a non-equilibrium geometry, computed with the ωB97M-V functional and the def2-TZVPD basis.

Values from the calculation:
HOMO-LUMO gap (alpha / beta)   5.70 / 5.74 eV
LUMO energy (alpha / beta)   -6.31 / -6.28 eV
Charge   +1
HOMO level (alpha / beta)   -12.010 / -12.019 eV
Electronic energy   -6905.7257 Ha

The geometry in XYZ format:
```
16
Properties=species:S:1:pos:R:3:mulliken_charge:R:1
Br 1.075 1.047 -2.761 -0.012
Br 1.194 -2.380 -1.360 0.156
Cl -1.713 -2.905 -2.051 0.047
Cl 1.771 1.926 3.504 -0.092
Cl -2.551 -1.560 0.879 -0.115
N 1.372 1.522 0.911 -0.092
N -0.054 0.441 2.294 -0.616
C -0.362 0.118 1.021 0.645
C 0.540 0.815 0.102 0.653
C -0.952 -0.433 -1.184 0.324
C 0.964 1.258 2.208 0.242
C 0.209 0.546 -1.189 -1.000
C -1.282 -0.617 0.309 -0.055
C -0.558 -1.812 -1.567 0.255
H -1.805 -0.080 -1.771 0.455
H 2.151 2.112 0.653 0.205
```

---

(3)
An isolated molecule of C7H2Cl3NO2 in a non-equilibrium geometry, computed with the ωB97M-V functional and the def2-TZVPD basis.

Values from the calculation:
Energy above the lowest of the compared OMol25 structures with the same formula, charge and spin   2.77 kcal per mole
HOMO-LUMO gap   9.62 eV
LUMO energy   0.32 eV
Charge   0
SMILES string   O=c1[nH]c2c(Cl)c(Cl)cc(Cl)c2o1
HOMO level   -9.293 eV
Electronic energy   -1853.7942 Ha

The geometry in XYZ format:
```
15
Properties=species:S:1:pos:R:3:mulliken_charge:R:1
Cl -2.027 2.458 1.058 -0.192
Cl 2.225 -2.073 0.342 -0.195
Cl 2.091 -0.275 3.025 -0.187
O -1.471 0.617 -1.536 -0.392
O -1.385 -0.679 -3.432 -0.624
N 0.092 -0.979 -1.768 -0.070
C -0.716 0.542 -0.405 0.446
C -0.941 -0.326 -2.343 0.354
C 1.026 -0.026 1.717 0.612
C 1.121 -0.767 0.524 -0.255
C -0.803 1.243 0.810 0.277
C 0.219 -0.461 -0.512 0.485
C 0.071 1.003 1.852 -0.907
H 0.472 -1.819 -2.107 0.189
H 0.026 1.544 2.775 0.460
```